(1)
Formula: C6H9NOS2
Source: the Open Molecules 2025 dataset
Level of theory: ωB97M-V/def2-TZVPD

Structure (ORCA input):
```
! RIJCOSX wB97M-V def2-TZVPD def2/J DEFGRID3
* xyz 0 1
C 1.232 0.204 -0.328
C 2.924 -1.817 -0.024
C 3.458 0.790 0.295
C -1.240 0.168 -1.031
C -0.370 -0.723 1.210
C -0.230 0.369 0.131
N 2.128 0.862 0.378
O 2.764 -2.946 -0.532
S 4.582 1.909 0.660
S 4.058 -0.644 -0.532
H -0.807 0.315 -2.002
H -1.981 0.966 -0.974
H -1.746 -0.786 -1.025
H -0.172 -1.745 0.807
H -1.384 -0.656 1.624
H 0.379 -0.450 1.935
H -0.392 1.364 0.479
H 1.809 1.402 1.230
H 3.255 -3.191 -1.386
*
```

Calculated values
* HOMO level: -7.57 eV
* energy above the lowest of the compared OMol25 structures with the same formula, charge and spin: 460.2 kJ/mol
* electronic energy: -1160.1952 Eh

For each atom in turn, the Löwdin charge in e is: -0.03, -0.53, -1.17, -0.08, -0.07, -0.41, -0.11, -0.02, 0.65, 0.90, 0.06, 0.07, 0.07, 0.10, 0.08, 0.06, 0.11, 0.17, 0.15

---

(2)
Formula: Br2H2NP
Source: the Open Molecules 2025 dataset
Level of theory: ωB97M-V/def2-TZVPD

Structure (ORCA input):
```
! RIJCOSX wB97M-V def2-TZVPD def2/J DEFGRID3
* xyz 0 1
N -0.505 -0.041 -0.064
P -1.982 0.294 -0.948
Br -2.452 2.258 -0.063
Br -3.344 -1.476 0.305
H -0.285 -1.027 -0.268
H 0.374 0.610 -0.092
*
```

Calculated values
* HOMO level: -9.42 eV
* energy above the lowest of the compared OMol25 structures with the same formula, charge and spin: 30.3 kJ/mol
* electronic energy: -5545.3688 Eh

For each atom in turn, the Löwdin charge in e is: -0.39, 0.20, 0.17, -0.08, 0.00, 0.09

---

(3)
Formula: CH4N
Source: the Open Molecules 2025 dataset
Level of theory: ωB97M-V/def2-TZVPD

Structure (ORCA input):
```
! RIJCOSX wB97M-V def2-TZVPD def2/J DEFGRID3
* xyz 2 2
C -0.542 0.409 -0.024
N 0.550 -0.422 -0.059
H -0.416 1.459 0.330
H -1.537 0.040 -0.353
H 0.418 -1.459 0.091
H 1.526 -0.027 0.015
*
```

Calculated values
* HOMO level (alpha / beta): -29.62 / -30.22 eV
* energy above the lowest of the compared OMol25 structures with the same formula, charge and spin: 0.0 kJ/mol
* electronic energy: -94.2116 Eh
* ⟨S²⟩: 0.7593

For each atom in turn, the Löwdin charge in e is: 0.54, 0.51, 0.22, 0.21, 0.26, 0.26

---

(4)
Formula: C24H25BrN2O3
Source: the Open Molecules 2025 dataset
Level of theory: ωB97M-V/def2-TZVPD

Structure (ORCA input):
```
! RIJCOSX wB97M-V def2-TZVPD def2/J DEFGRID3
* xyz 0 1
C 4.418 -2.051 -0.295
C 3.907 -1.681 1.068
O 2.477 -1.548 0.938
C 1.902 -1.198 2.119
C 0.458 -1.092 2.017
C -0.372 -1.142 3.140
C 0.173 -1.142 4.469
C -0.626 -1.272 5.591
C -2.023 -1.341 5.443
Br -3.112 -1.528 6.975
C -2.608 -1.268 4.160
C -1.803 -1.195 3.030
O 2.617 -1.024 3.119
H 5.509 -2.121 -0.302
H 4.017 -3.018 -0.617
H 4.117 -1.300 -1.027
H 4.145 -2.461 1.802
H 4.332 -0.722 1.400
H 0.032 -1.139 1.018
H 1.246 -1.039 4.566
H -0.183 -1.317 6.582
H -3.694 -1.288 4.072
H -2.252 -1.177 2.035
C -1.504 1.358 -3.765
N -0.389 0.519 -4.161
C -0.114 0.221 -5.490
C 1.071 -0.428 -5.519
N 1.535 -0.484 -4.211
C 2.845 -1.008 -3.876
C 0.610 0.049 -3.372
C 0.780 0.297 -1.924
C -0.423 0.339 -1.086
C -0.439 1.027 0.088
C -1.633 1.737 0.535
C -1.538 3.078 0.983
C -2.689 3.833 1.201
C -3.951 3.236 1.062
C -4.059 1.891 0.688
C -2.909 1.149 0.405
O 1.922 0.490 -1.459
H -1.923 1.041 -2.808
H -1.201 2.413 -3.687
H -2.281 1.279 -4.535
H -0.766 0.523 -6.292
H 1.640 -0.817 -6.347
H 3.066 -0.784 -2.831
H 2.880 -2.092 -4.055
H 3.597 -0.532 -4.518
H -1.284 -0.232 -1.448
H 0.494 1.212 0.626
H -0.543 3.514 1.100
H -2.599 4.889 1.474
H -4.854 3.825 1.240
H -5.038 1.415 0.599
H -2.981 0.108 0.082
*
```

Calculated values
* HOMO level: -5.10 eV
* energy above the lowest of the compared OMol25 structures with the same formula, charge and spin: 32.9 kJ/mol
* electronic energy: -3838.6535 Eh

For each atom in turn, the Löwdin charge in e is: -0.08, -0.24, -0.04, -0.49, -0.02, -0.23, -0.02, -0.14, -0.73, 0.67, -0.15, -0.05, 0.01, 0.08, 0.08, 0.05, 0.13, 0.13, 0.07, 0.09, 0.09, 0.09, 0.09, 0.01, -0.04, -0.01, 0.00, -0.03, 0.02, -0.08, -0.31, -0.07, -0.03, -0.21, -0.02, -0.08, -0.09, -0.08, -0.05, 0.05, 0.08, 0.12, 0.10, 0.13, 0.14, 0.07, 0.11, 0.11, 0.11, 0.13, 0.12, 0.11, 0.10, 0.10, 0.11

---

(5)
Formula: C15H29N5NaO4Se
Source: the Open Molecules 2025 dataset
Level of theory: ωB97M-V/def2-TZVPD

Structure (ORCA input):
```
! RIJCOSX wB97M-V def2-TZVPD def2/J DEFGRID3
* xyz -1 1
Na 0.321 -0.599 -0.409
C -0.753 1.611 2.166
C -1.856 1.549 1.098
N -1.455 1.060 -0.210
C -1.282 2.024 -1.276
C -0.080 2.949 -1.074
N 1.114 2.209 -0.724
C 2.370 2.916 -0.876
C 3.547 2.113 -0.325
C 3.722 0.693 -0.878
N 2.767 -0.293 -0.394
C 2.942 -0.736 0.986
C 2.033 -0.059 2.023
N 0.638 -0.452 1.908
C -0.305 0.262 2.747
H -1.153 2.208 2.995
H 0.112 2.151 1.769
H -2.277 2.560 0.995
H -2.660 0.911 1.476
H -1.987 0.249 -0.501
H -2.166 2.668 -1.420
H -1.139 1.454 -2.198
H -0.289 3.667 -0.270
H 0.034 3.542 -1.997
H 1.180 1.343 -1.241
H 2.302 3.862 -0.328
H 2.570 3.184 -1.929
H 3.478 2.070 0.765
H 4.461 2.670 -0.553
H 4.754 0.382 -0.645
H 3.644 0.713 -1.969
H 2.741 -1.093 -1.036
H 3.980 -0.575 1.317
H 2.754 -1.812 1.013
H 2.086 1.026 1.907
H 2.438 -0.293 3.023
H 0.536 -1.460 1.946
H 0.114 0.437 3.752
H -1.187 -0.371 2.876
O -0.478 -1.542 -2.250
Se 0.571 -2.798 -1.942
O -0.004 -4.196 -2.525
O 0.708 -2.846 -0.275
O 2.058 -2.373 -2.496
C -4.341 -3.633 -1.051
C -3.042 -3.887 -0.656
C -2.360 -2.918 0.070
N -2.896 -1.736 0.382
C -4.147 -1.498 -0.016
C -4.913 -2.411 -0.720
H -4.895 -4.362 -1.629
H -2.521 -4.792 -0.936
H -1.318 -3.072 0.334
H -4.552 -0.519 0.228
H -5.921 -2.157 -1.022
*
```

Calculated values
* HOMO level: -5.04 eV
* electronic energy: -3727.4770 Eh

For each atom in turn, the Löwdin charge in e is: 0.19, -0.17, -0.21, -0.07, -0.21, -0.22, -0.06, -0.24, -0.18, -0.22, -0.07, -0.19, -0.21, -0.08, -0.22, 0.10, 0.09, 0.11, 0.10, 0.08, 0.11, 0.12, 0.11, 0.11, 0.10, 0.11, 0.11, 0.09, 0.10, 0.11, 0.13, 0.07, 0.11, 0.12, 0.09, 0.11, 0.12, 0.11, 0.12, -0.53, 0.72, -0.51, -0.54, -0.53, -0.08, -0.04, -0.13, 0.06, -0.17, -0.09, 0.10, 0.11, 0.08, 0.10, 0.09

---

(6)
Formula: C2H11NO4
Source: the Open Molecules 2025 dataset
Level of theory: ωB97M-V/def2-TZVPD

Structure (ORCA input):
```
! RIJCOSX wB97M-V def2-TZVPD def2/J DEFGRID3
* xyz -1 2
C -1.662 -0.576 -1.365
C -1.417 0.505 -0.366
N -0.521 0.024 0.679
O -1.784 1.672 -0.315
H -2.358 -1.361 -0.987
H -0.883 -1.222 -1.830
H -2.211 -0.091 -2.151
H -0.342 -1.018 0.745
H -0.232 0.741 1.330
H 4.190 -1.082 -0.376
H 3.507 -2.309 0.371
O 3.357 -1.403 0.130
H -0.091 3.975 0.969
H -1.322 3.082 1.331
O -0.357 3.053 1.218
H 1.323 -1.950 -0.609
H 0.601 -3.280 -0.558
O 1.277 -2.725 -0.109
*
```

Calculated values
* HOMO level (alpha / beta): 0.91 / -6.24 eV
* energy above the lowest of the compared OMol25 structures with the same formula, charge and spin: 123.0 kJ/mol
* electronic energy: -438.4642 Eh
* ⟨S²⟩: 0.7504

For each atom in turn, the Löwdin charge in e is: -0.20, -0.58, 0.10, -0.01, 0.05, 0.02, 0.05, 0.07, 0.05, 0.06, -0.02, -0.21, 0.05, 0.03, -0.10, -0.08, -0.03, -0.26